{
  "formula": "C13H24BaClNO3",
  "method": "ωB97M-V/def2-TZVPD",
  "gap_ev": 6.06,
  "mol_weight_g_mol": 415.1,
  "relative_energy_kj_mol": 39.7,
  "symbols": ["Ba", "C", "O", "C", "C", "O", "C", "C", "O", "C", "H", "H", "H", "H", "H", "H", "H", "H", "H", "H", "H", "H", "H", "H", "C", "C", "C", "C", "C", "C", "N", "H", "H", "H", "H", "H", "H", "H", "H", "Cl", "C", "H", "H"],
  "positions_angstrom": [[0.19699, 0.17687, -1.10114], [3.11001, 0.17931, 1.02764], [2.50689, 1.16454, 0.17823], [2.16724, 2.34103, 0.91792], [1.54670, 3.34529, -0.01747], [0.28305, 2.91969, -0.53453], [-0.84866, 3.30763, 0.24644], [-2.07160, 3.02878, -0.59513], [-2.21555, 1.63758, -0.87820], [-3.37314, 1.04988, -0.29013], [3.82451, 0.65816, 1.70063], [3.64008, -0.52578, 0.39242], [2.34890, -0.33091, 1.62219], [3.08240, 2.77239, 1.34152], [1.49077, 2.08359, 1.73516], [2.19263, 3.50210, -0.88320], [1.43210, 4.30048, 0.50282], [-0.79677, 4.38355, 0.44635], [-0.87233, 2.75591, 1.19177], [-1.97983, 3.55799, -1.54699], [-2.96280, 3.39705, -0.08186], [-4.27714, 1.42558, -0.77559], [-3.41141, 1.25772, 0.78050], [-3.30367, -0.02690, -0.43247], [2.25124, -2.34919, -1.86168], [1.06972, -3.04312, -1.25199], [0.96600, -4.35962, -0.85979], [-0.36635, -4.52880, -0.39852], [-0.98454, -3.30332, -0.53410], [-2.38017, -2.91264, -0.16149], [-0.12314, -2.38462, -1.06506], [3.08504, -3.04261, -1.96619], [2.63794, -1.51544, -1.25571], [2.03890, -1.96090, -2.86690], [1.74573, -5.10558, -0.90737], [-0.81407, -5.43039, -0.00763], [-2.94478, -3.78123, 0.17729], [-2.91975, -2.48454, -1.01381], [-2.39369, -2.17750, 0.65157], [0.15865, 0.69220, 3.20392], [-0.57287, 0.05210, 1.63077], [-1.63065, 0.30851, 1.76577], [-0.53259, -1.03483, 1.77404]],
  "forces_ev_per_angstrom": [[-0.103, -0.160, 0.496], [-0.065, 0.039, 0.032], [0.016, 0.058, 0.007], [0.021, 0.000, -0.055], [-0.043, -0.015, -0.020], [0.122, 0.162, -0.007], [0.009, -0.085, -0.062], [-0.092, 0.030, 0.012], [0.127, 0.056, -0.060], [0.021, -0.036, 0.007], [0.025, -0.016, -0.014], [-0.026, -0.014, -0.009], [0.002, 0.014, 0.004], [-0.001, 0.006, -0.009], [-0.021, -0.011, 0.020], [0.005, -0.011, -0.006], [-0.005, 0.010, -0.009], [-0.016, 0.002, 0.033], [0.012, -0.034, -0.030], [-0.013, -0.007, 0.001], [0.020, 0.026, 0.010], [0.001, 0.001, 0.000], [-0.001, -0.008, 0.000], [-0.009, 0.001, -0.005], [0.011, 0.009, -0.042], [-0.061, -0.007, -0.070], [-0.018, 0.000, 0.011], [0.021, 0.028, 0.043], [-0.017, -0.020, -0.015], [-0.014, 0.002, -0.007], [0.064, 0.035, -0.073], [-0.002, -0.001, -0.003], [-0.004, -0.009, -0.015], [0.008, -0.002, 0.001], [0.001, -0.003, -0.002], [0.003, 0.001, 0.005], [-0.002, 0.000, 0.002], [-0.007, -0.003, -0.003], [0.006, -0.007, -0.010], [0.005, 0.049, -0.002], [0.023, -0.041, -0.168], [-0.015, -0.047, -0.025], [0.013, 0.008, 0.036]]
}